Entry 1:
{
  "formula": "C6H10",
  "method": "the ωB97M-V functional and the def2-TZVPD basis",
  "symbols": ["C", "C", "C", "C", "C", "C", "H", "H", "H", "H", "H", "H", "H", "H", "H", "H"],
  "coordinates": [[1.349, -0.669, -0.504], [0.520, 0.598, -0.301], [-0.522, 0.755, -1.408], [-0.129, 0.640, 1.098], [-0.936, -0.541, 1.429], [-1.569, -1.522, 1.729], [1.859, -0.646, -1.474], [0.706, -1.556, -0.480], [2.110, -0.785, 0.276], [1.195, 1.465, -0.341], [-1.096, 1.681, -1.290], [-0.038, 0.781, -2.391], [-1.226, -0.086, -1.398], [0.655, 0.737, 1.860], [-0.757, 1.537, 1.179], [-2.123, -2.389, 2.013]],
  "homo_ha": -0.36484,
  "smiles": "C#CCC(C)C",
  "total_charge": 0,
  "e_tot_ha": -234.55278,
  "e_lumo_ev": 1.1,
  "relative_energy_kcal_mol": 31.21
}

Entry 2:
{
  "formula": "C6H10",
  "method": "the ωB97M-V functional and the def2-TZVPD basis",
  "symbols": ["C", "C", "C", "C", "C", "C", "H", "H", "H", "H", "H", "H", "H", "H", "H", "H"],
  "coordinates": [[2.224, -0.097, 0.011], [0.712, -0.141, 0.087], [-0.082, -1.240, 0.015], [-1.619, -0.888, -0.056], [-1.519, 0.706, 0.095], [-0.044, 1.174, -0.093], [2.682, -0.303, 1.127], [2.540, -1.024, -0.648], [2.560, 0.937, -0.547], [0.407, -2.261, 0.058], [-2.255, -1.463, 0.684], [-1.895, -1.259, -1.130], [-1.718, 0.905, 1.215], [-2.250, 1.406, -0.506], [0.041, 1.671, -1.109], [0.214, 1.878, 0.799]],
  "homo_ha": -0.32049,
  "smiles": "CC1=CCCC1",
  "total_charge": 0,
  "e_tot_ha": -234.54003,
  "e_lumo_ev": 1.1,
  "relative_energy_kcal_mol": 39.21
}

Entry 3:
{
  "formula": "C6H10",
  "method": "the ωB97M-V functional and the def2-TZVPD basis",
  "symbols": ["C", "C", "C", "C", "C", "C", "H", "H", "H", "H", "H", "H", "H", "H", "H", "H"],
  "coordinates": [[0.212, 0.190, -1.288], [-0.952, -0.178, -0.363], [-0.804, -1.468, 0.451], [0.494, 1.313, 1.493], [1.381, 1.002, 0.580], [1.722, 0.579, -0.600], [-1.502, -0.400, -1.307], [0.381, -0.699, -1.901], [-0.154, 1.028, -1.910], [-1.558, 0.604, 0.129], [-0.436, -1.356, 1.479], [-1.763, -1.996, 0.505], [-0.091, -2.114, -0.070], [0.033, 2.295, 1.479], [0.276, 0.667, 2.336], [2.758, 0.532, -1.013]],
  "homo_ha": -0.33919,
  "smiles": "C=C=CCCC",
  "total_charge": 0,
  "e_tot_ha": -234.49151,
  "e_lumo_ev": 1.2,
  "relative_energy_kcal_mol": 69.65
}

Entry 4:
{
  "formula": "C6H10",
  "method": "the ωB97M-V functional and the def2-TZVPD basis",
  "symbols": ["C", "C", "C", "C", "C", "C", "H", "H", "H", "H", "H", "H", "H", "H", "H", "H"],
  "coordinates": [[-0.090, 0.404, 2.477], [0.335, 0.749, 1.053], [-0.009, -0.341, 0.042], [0.457, 0.045, -1.375], [-0.256, -0.677, -2.434], [-0.878, -1.223, -3.309], [-1.167, 0.202, 2.527], [0.127, 1.231, 3.160], [0.433, -0.486, 2.845], [-0.159, 1.677, 0.735], [1.416, 0.943, 1.019], [0.455, -1.293, 0.333], [-1.094, -0.510, 0.043], [0.307, 1.118, -1.540], [1.535, -0.135, -1.474], [-1.413, -1.688, -4.106]],
  "homo_ha": -0.36410,
  "smiles": "C#CCCCC",
  "total_charge": 0,
  "e_tot_ha": -234.54907,
  "e_lumo_ev": 1.1,
  "relative_energy_kcal_mol": 33.54
}

Entry 5:
{
  "formula": "C6H10",
  "method": "the ωB97M-V functional and the def2-TZVPD basis",
  "symbols": ["C", "C", "C", "C", "C", "C", "H", "H", "H", "H", "H", "H", "H", "H", "H", "H"],
  "coordinates": [[-0.797, -0.861, 1.316], [-0.563, 0.471, 0.613], [0.892, 0.894, 0.761], [1.101, 0.902, -0.666], [-0.084, -0.954, -1.510], [-0.365, 0.333, -0.941], [-0.992, -0.701, 2.381], [-1.649, -1.373, 0.851], [0.070, -1.524, 1.232], [-1.328, 1.190, 0.933], [0.873, 1.986, -0.258], [1.577, 0.719, 1.588], [2.032, 0.790, -1.220], [0.288, -1.782, -0.917], [-0.079, -1.072, -2.589], [-0.975, 0.983, -1.572]],
  "homo_ha": [-0.23280, -0.27360],
  "total_charge": 0,
  "e_tot_ha": -234.39483,
  "e_lumo_ev": [0.6, 1.1],
  "relative_energy_kcal_mol": 130.32
}

Entry 6:
{
  "formula": "C6H10",
  "method": "the ωB97M-V functional and the def2-TZVPD basis",
  "symbols": ["C", "C", "C", "C", "C", "C", "H", "H", "H", "H", "H", "H", "H", "H", "H", "H"],
  "coordinates": [[-0.188, -0.227, -1.801], [0.405, 0.488, -0.539], [0.429, -0.108, 0.732], [-0.579, -1.264, 1.104], [-0.678, -1.675, 2.358], [0.913, 1.888, -0.762], [-0.113, -1.337, -1.715], [-0.008, 0.339, -2.808], [-1.369, -0.002, -1.558], [1.233, 0.196, 1.470], [-1.367, -1.411, 0.486], [0.050, -1.700, 3.108], [-1.717, -2.161, 2.503], [1.339, 1.946, -1.709], [1.511, 2.272, 0.065], [0.139, 2.755, -0.933]],
  "homo_ha": -0.29440,
  "smiles": "C=CC=C(C)C",
  "total_charge": 0,
  "e_tot_ha": -234.49862,
  "e_lumo_ev": 1.0,
  "relative_energy_kcal_mol": 65.19
}